Computed, not measured: a structure of composition C45H29AsBr2CdF4N3OPS2 at a distorted geometry, with the ωB97M-V functional and the def2-TZVPD basis.

```
! wB97M-V def2-TZVPD RIJCOSX def2/J DEFGRID3
* xyz 0 1
Cd -0.414 0.489 0.373
S -0.734 -1.158 2.204
C -0.850 0.027 3.475
C -0.523 -0.489 4.738
N -0.216 -0.983 5.729
C -1.188 1.350 3.335
S -1.513 2.190 1.850
C -1.255 2.173 4.471
N -1.322 2.897 5.360
F 7.704 1.487 -0.449
C 6.500 1.078 -0.046
C 6.277 0.712 1.278
F 7.272 0.775 2.164
C 5.020 0.256 1.663
F 4.855 -0.145 2.925
C 3.957 0.189 0.771
P 2.247 -0.325 1.316
C 2.657 -2.043 1.794
C 3.424 -2.793 0.901
C 3.657 -4.135 1.133
C 3.148 -4.742 2.269
C 2.382 -4.006 3.155
C 2.110 -2.671 2.907
C 2.201 0.781 2.781
C 2.299 0.428 4.120
C 2.141 1.395 5.099
C 1.911 2.714 4.753
C 1.864 3.083 3.419
C 1.987 2.119 2.439
C 4.196 0.588 -0.539
Br 2.795 0.531 -1.789
C 5.452 1.006 -0.957
F 5.664 1.338 -2.232
H 3.832 -2.331 0.013
H 4.238 -4.709 0.427
H 3.339 -5.787 2.458
H 1.980 -4.465 4.045
H 1.454 -2.136 3.574
H 2.500 -0.591 4.407
H 2.178 1.103 6.136
H 1.754 3.453 5.522
H 1.705 4.116 3.150
H 1.931 2.399 1.388
O -4.447 -4.280 -2.184
C -3.711 -3.269 -1.706
C -4.262 -2.126 -1.119
C -3.417 -1.115 -0.711
N -2.097 -1.182 -0.837
C -1.586 -2.287 -1.347
Br 0.307 -2.327 -1.436
C -2.321 -3.358 -1.806
H -5.392 -4.138 -2.043
H -5.331 -2.040 -0.988
H -3.790 -0.199 -0.265
H -1.853 -4.234 -2.224
C -4.356 5.080 -4.103
C -2.986 5.260 -4.151
C -2.143 4.332 -3.566
C -2.655 3.207 -2.934
C -4.036 3.048 -2.868
C -4.881 3.973 -3.456
As -1.484 1.881 -2.043
C 0.177 2.891 -2.165
C 0.652 3.461 -0.988
C 1.821 4.203 -0.986
C 2.518 4.401 -2.167
C 2.031 3.872 -3.350
C 0.870 3.119 -3.349
C -1.328 0.562 -3.489
C -0.126 0.065 -3.979
C -0.111 -1.011 -4.851
C -1.292 -1.638 -5.205
C -2.499 -1.158 -4.718
C -2.513 -0.058 -3.882
H -5.012 5.809 -4.554
H -2.565 6.127 -4.641
H -1.073 4.495 -3.596
H -4.454 2.200 -2.333
H -5.951 3.841 -3.404
H 0.075 3.356 -0.072
H 2.181 4.636 -0.062
H 3.427 4.985 -2.168
H 2.552 4.050 -4.280
H 0.487 2.716 -4.280
H 0.814 0.507 -3.675
H 0.833 -1.370 -5.235
H -1.276 -2.502 -5.852
H -3.426 -1.650 -4.983
H -3.455 0.332 -3.507
*
```

For the lowest unoccupied orbital energy, the calculation gives -0.0287 Eh. The energy relative to the best compared isomer or geometry (same formula, charge and spin) comes out at 19.7 kcal per mole. Its HOMO energy is -7.18 eV.

Charges per atom according to Mulliken partitioning, unit e: number 1, Cd, carries 2.416; number 2, S, carries -0.409; number 3, C, carries 0.529; number 4, C, carries -0.383; number 5, N, carries -0.645; number 6, C, carries 0.859; number 7, S, carries -0.576; number 8, C, carries -0.231; number 9, N, carries -0.575; number 10, F, carries -0.295; number 11, C, carries 0.463; number 12, C, carries 0.287; number 13, F, carries -0.295; number 14, C, carries 0.353; number 15, F, carries -0.362; number 16, C, carries -1.193; number 17, P, carries 0.537; number 18, C, carries 0.630; number 19, C, carries -0.705; number 20, C, carries -0.720; number 21, C, carries -0.549; number 22, C, carries -0.945; number 23, C, carries -0.345; number 24, C, carries 1.599; number 25, C, carries -0.593; number 26, C, carries -0.560; number 27, C, carries -0.811; number 28, C, carries -0.494; number 29, C, carries -1.193; number 30, C, carries 0.876; number 31, Br, carries 0.058; number 32, C, carries 0.154; number 33, F, carries -0.358; number 34, H, carries 0.438; number 35, H, carries 0.448; number 36, H, carries 0.395; number 37, H, carries 0.469; number 38, H, carries 0.339; number 39, H, carries 0.515; number 40, H, carries 0.416; number 41, H, carries 0.384; number 42, H, carries 0.379; number 43, H, carries 0.146; number 44, O, carries -0.546; number 45, C, carries 0.933; number 46, C, carries -0.765; number 47, C, carries -0.942; number 48, N, carries 0.335; number 49, C, carries 0.025; number 50, Br, carries -0.042; number 51, C, carries -0.637; number 52, H, carries 0.310; number 53, H, carries 0.355; number 54, H, carries 0.464; number 55, H, carries 0.553; number 56, C, carries -0.471; number 57, C, carries -0.807; number 58, C, carries -0.392; number 59, C, carries 0.424; number 60, C, carries -0.157; number 61, C, carries -0.773; number 62, As, carries 0.403; number 63, C, carries 0.236; number 64, C, carries -0.925; number 65, C, carries -0.504; number 66, C, carries -0.675; number 67, C, carries -0.809; number 68, C, carries 0.081; number 69, C, carries 0.625; number 70, C, carries 0.241; number 71, C, carries -0.985; number 72, C, carries -0.658; number 73, C, carries -0.724; number 74, C, carries -0.618; number 75, H, carries 0.380; number 76, H, carries 0.412; number 77, H, carries 0.351; number 78, H, carries 0.364; number 79, H, carries 0.402; number 80, H, carries 0.495; number 81, H, carries 0.442; number 82, H, carries 0.434; number 83, H, carries 0.441; number 84, H, carries 0.548; number 85, H, carries 0.171; number 86, H, carries 0.461; number 87, H, carries 0.401; number 88, H, carries 0.471; number 89, H, carries 0.214